A gas-phase ion, C3H6BrN4O2 (charge +1) in a non-equilibrium geometry, computed with ωB97M-V/def2-TZVPD.

The geometry in ORCA input format:
```
! RIJCOSX wB97M-V def2-TZVPD def2/J DEFGRID3
* xyz 1 1
N -0.77 0.29 -0.28
Br 3.33 0.99 -0.48
N 1.40 0.89 -0.14
C -1.91 -0.54 -0.20
H -1.38 1.44 1.38
H 0.67 -0.34 -1.91
H -2.21 -0.69 -1.22
C 0.56 -0.07 -0.80
O 0.99 -2.32 -0.95
H 1.29 2.11 1.52
C 0.75 1.40 0.91
N -0.55 1.15 0.84
H -2.77 0.03 0.20
O 1.24 -1.44 1.02
N 1.05 -1.42 -0.16
H -1.70 -1.48 0.29
*
```

Properties
**SMILES string**: CN1[NH+]=CN(Br)[C@H]1[N+](=O)[O-]
**Strongest force on any atom**: 3.13 eV/A
**Energy above the lowest of the compared OMol25 structures with the same formula, charge and spin**: 84.18 kcal per mole
**Orbital gap**: 8.0 eV
**DFT total energy**: -3060.9744 Ha
**HOMO level**: -13.64 eV
**Lowest unoccupied orbital energy**: -5.6635 eV

In elementary charge units, the Löwdin charges are: -0.100, 0.868, -0.366, -0.021, 0.207, 0.199, 0.103, -0.180, 0.125, 0.166, -0.084, 0.149, 0.119, 0.102, -0.384, 0.099

---

C3H6BrNO2S in the gas phase in a non-equilibrium geometry, computed with ωB97M-V/def2-TZVPD.

The geometry in ORCA input format:
```
! RIJCOSX wB97M-V def2-TZVPD def2/J DEFGRID3
* xyz 0 1
H 0.90 -0.38 -2.28
C 0.18 -0.10 1.35
H 0.08 -1.44 -1.10
C 0.31 -0.41 -1.28
Br 2.79 -0.22 0.39
H -2.08 0.30 2.54
O 1.94 2.29 0.18
H 0.58 -1.11 1.38
H -0.66 0.12 -1.45
S -1.69 0.26 1.17
C 0.96 0.27 -0.20
O -0.06 2.26 -0.68
N 0.99 1.78 -0.32
H 0.47 0.52 2.24
*
```

Properties
**SMILES string**: C[C@](Br)(CS)[N+](=O)[O-]
**Strongest force on any atom**: 5.20 eV/A
**Energy above the lowest of the compared OMol25 structures with the same formula, charge and spin**: 54.31 kcal per mole
**Orbital gap**: 9.6 eV
**DFT total energy**: -3295.1885 Ha
**HOMO level**: -9.53 eV
**Lowest unoccupied orbital energy**: 0.0619 eV

In elementary charge units, the Löwdin charges are: 0.137, -0.467, 0.081, -0.134, 0.792, -0.105, 0.002, 0.023, 0.090, 0.641, -0.753, 0.059, -0.433, 0.065

---

2 unconnected molecules or ions with the total composition C3H6BrNO4 in a non-equilibrium geometry, computed with ωB97M-V/def2-TZVPD.

The geometry in ORCA input format:
```
! RIJCOSX wB97M-V def2-TZVPD def2/J DEFGRID3
* xyz 0 3
H -0.13 2.69 1.13
H 1.44 -1.24 -0.30
O -0.63 -0.97 1.31
Br 2.82 -1.26 -0.60
N -1.46 -0.97 -0.70
H 0.94 1.40 1.54
O -2.00 -1.97 -0.11
O -1.98 -0.63 -1.72
H -1.24 1.25 -1.79
H -0.77 1.30 2.17
H -1.39 -1.73 1.10
C -0.15 1.62 1.24
C -0.49 1.01 -0.03
C -0.59 -0.39 0.14
O -0.71 1.68 -1.07
*
```

Properties
**Strongest force on any atom**: 4.89 eV/A
**Energy above the lowest of the compared OMol25 structures with the same formula, charge and spin**: 0.00 kcal per mole
**Orbital gap (alpha / beta)**: 7.2 / 7.6 eV
**DFT total energy**: -3047.3916 Ha
**HOMO level (alpha / beta)**: -6.94 / -10.55 eV
**Lowest unoccupied orbital energy (alpha / beta)**: 0.2351 / -2.9401 eV

In elementary charge units, the Löwdin charges are: 0.081, -0.333, 0.122, 0.392, -0.366, 0.127, -0.015, 0.070, 0.151, 0.135, 0.130, -0.018, -0.351, -0.292, 0.168

---

A molecular structure, C3H6BrO3Zn in a non-equilibrium geometry, computed with ωB97M-V/def2-TZVPD.

The geometry in ORCA input format:
```
! RIJCOSX wB97M-V def2-TZVPD def2/J DEFGRID3
* xyz 2 2
C 2.57 -1.16 1.06
O -0.25 -0.74 -0.92
H -1.83 -0.30 -2.23
H 2.39 -0.50 1.91
C -1.06 0.18 -1.63
H -1.57 0.91 -1.00
O 0.96 0.88 0.20
Zn -5.13 2.37 2.52
O 1.39 -1.38 0.33
H -0.48 0.88 -2.25
Br -4.02 1.97 0.31
H 3.32 -0.71 0.41
H 3.02 -2.08 1.42
C 0.70 -0.32 -0.13
*
```

Properties
**Strongest force on any atom**: 4.26 eV/A
**Orbital gap (alpha / beta)**: 4.0 / 6.7 eV
**DFT total energy**: -4696.1033 Ha
**HOMO level (alpha / beta)**: -16.79 / -19.32 eV
**Lowest unoccupied orbital energy (alpha / beta)**: -12.7739 / -12.6688 eV

In elementary charge units, the Löwdin charges are: 0.008, 0.131, 0.128, 0.117, -0.002, 0.037, 0.430, 0.649, 0.115, 0.125, 0.408, 0.124, 0.129, -0.398

---

A molecular structure, C3H6CdO3 in a non-equilibrium geometry, computed with ωB97M-V/def2-TZVPD.

The geometry in ORCA input format:
```
! RIJCOSX wB97M-V def2-TZVPD def2/J DEFGRID3
* xyz 0 1
Cd 0.34 -1.07 -1.77
O 1.25 -1.97 1.96
C -0.81 1.56 -0.44
C 1.08 -1.36 0.91
H -1.75 1.39 -0.97
C 0.32 -0.03 0.95
H -1.01 1.95 0.57
O 1.35 -1.81 -0.26
H -0.92 -1.91 -2.59
H -0.19 2.28 -0.99
H -0.54 -0.11 1.63
H 1.00 0.75 1.34
O -0.13 0.32 -0.35
*
```

Properties
**Strongest force on any atom**: 4.21 eV/A
**Energy above the lowest of the compared OMol25 structures with the same formula, charge and spin**: 0.00 kcal per mole
**Orbital gap**: 9.3 eV
**DFT total energy**: -511.2924 Ha
**HOMO level**: -9.59 eV
**Lowest unoccupied orbital energy**: -0.3212 eV

In elementary charge units, the Löwdin charges are: 1.097, 0.046, -0.076, -0.669, 0.096, -0.134, 0.098, -0.251, -0.155, 0.097, 0.143, 0.142, -0.436

---

A molecular structure, C3H6CeO3 in a non-equilibrium geometry, computed with ωB97M-V/def2-TZVPD.

The geometry in ORCA input format:
```
! RIJCOSX wB97M-V def2-TZVPD def2/J DEFGRID3
* xyz 2 3
H 1.73 -1.80 -0.29
H -0.72 -1.94 0.22
C -0.24 -1.04 -0.19
O -0.79 0.19 0.30
O 2.41 0.86 -0.23
C -1.87 0.05 1.06
H 1.64 1.78 0.64
Ce -1.78 2.46 -1.12
H 2.09 1.37 -0.98
O -2.69 0.46 0.09
H 1.30 -0.63 1.11
H -2.21 -0.80 -0.69
C 1.13 -0.96 0.08
*
```

Properties
**Strongest force on any atom**: 6.42 eV/A
**Energy above the lowest of the compared OMol25 structures with the same formula, charge and spin**: 267.74 kcal per mole
**Orbital gap (alpha / beta)**: 6.7 / 6.8 eV
**DFT total energy**: -817.5996 Ha
**HOMO level (alpha / beta)**: -16.01 / -16.29 eV
**Lowest unoccupied orbital energy (alpha / beta)**: -9.3564 / -9.4475 eV

In elementary charge units, the Löwdin charges are: 0.122, 0.150, -0.135, -0.369, -0.108, -0.116, 0.338, 1.746, 0.001, -0.269, 0.120, 0.389, 0.129